Formula: C4H11N2O
Source: the OMol25 dataset
Level of theory: wB97M-V/def2-TZVPD

Properties
Gap between HOMO and LUMO: 0.2245 Eh
Relative energy (zero: lowest compared OMol25 entry of this formula, charge and spin): 140.4 kcal/mol
Electronic energy: -9348.4012 eV
LUMO energy: 3.47 eV
Net charge: -1
Largest force on an atom: 5.2 eV/Å

Each line ends with the Löwdin charge.
Element x y z (Å)
O1 -2.475 0.254 -0.459  -0.447
N1 2.541 -0.314 0.027  0.018
N2 -0.214 0.586 1.559  0.052
C1 -2.601 -1.063 -0.183  -0.488
C2 0.817 0.083 -1.624  -0.069
C3 1.170 0.017 1.067  -0.273
C4 1.587 0.582 -0.359  -0.481
H1 -2.522 -1.261 0.895  0.022
H2 -1.781 -1.696 -0.707  0.050
H3 0.986 -1.113 1.102  0.135
H4 -3.582 -1.480 -0.372  0.015
H5 1.086 0.686 -2.555  0.076
H6 -0.929 0.466 0.836  0.007
H7 1.065 -0.958 -1.892  0.064
H8 1.797 1.703 -0.200  0.140
H9 -0.118 1.558 1.670  0.022
H10 -0.266 0.081 -1.495  0.031
H11 1.936 0.364 1.878  0.127